# 1
Formula: C10H32N4O6
Source: the Open Molecules 2025 dataset
Level of theory: ωB97M-V/def2-TZVPD

Properties
Orbital gap = 0.370 hartree
Structure (SMILES) = NC(N)=O.NC(N)=O.CCO.CCO.CCO.CCO
Charge = 0
LUMO = 0.64 eV

Each line ends with the Mulliken charge.
Geometry (Å):
H 6.03422 8.78696 9.59103  0.255
H 13.03078 14.18529 5.60474  0.246
C 10.15079 17.55220 8.88765  -1.126
C 9.95865 11.89464 9.21242  0.688
H 11.14159 10.40725 7.35331  0.319
O 11.68030 15.48754 6.51886  -0.463
H 9.47577 18.30130 9.26414  0.391
H 7.82541 5.98669 6.44642  0.347
H 11.67159 8.09525 5.87690  0.177
C 13.32406 16.24407 5.08749  -1.160
H 12.40236 8.87510 8.07096  0.271
H 8.48115 7.66301 6.47774  0.148
O 9.72720 10.80723 8.63390  -0.733
H 11.83280 12.01399 8.46949  0.269
H 11.09148 14.80451 6.88530  0.249
C 12.83641 9.33304 7.15654  -0.357
N 4.59648 10.40535 10.87789  -0.540
H 5.88462 7.28726 6.93680  0.265
H 11.02552 18.17629 8.60756  0.319
H 4.03200 9.80039 10.26173  0.212
H 9.93245 6.37323 7.91748  0.306
O 12.02987 10.47370 6.98040  -0.503
H 11.95174 15.81163 8.76061  0.251
H 13.97112 16.12857 4.20888  0.363
H 7.38893 9.76983 9.24260  0.062
O 6.65312 7.40823 7.52843  -0.474
C 5.94903 10.60533 10.43041  0.553
H 4.23797 11.29160 11.16589  0.254
H 11.38483 13.42083 9.44072  0.203
H 13.40224 7.46166 6.49124  0.309
H 11.75741 14.97548 4.48321  0.279
H 8.12266 12.29143 9.85279  0.128
H 12.69784 17.06471 4.85946  0.291
H 13.78496 16.45366 6.08444  0.278
H 9.75117 17.21266 7.96994  0.284
H 8.70242 6.28750 9.12658  0.378
N 9.06567 12.67357 9.93423  -0.250
N 6.40148 9.69630 9.51554  -0.219
O 6.55325 11.59828 10.79357  -0.661
H 13.91375 9.50954 7.40085  0.336
O 11.27095 15.45359 9.39253  -0.445
C 12.73718 8.26753 6.04259  -0.875
H 9.19588 13.64414 10.21692  0.129
C 7.89851 6.90278 7.05186  -0.124
H 13.23609 8.59105 5.13145  0.308
C 8.92639 6.79482 8.22288  -0.868
H 11.08620 16.90463 10.75427  0.223
C 12.38442 15.06677 5.39938  -0.122
H 9.63476 15.90151 10.37458  0.208
N 11.21165 12.44781 9.11200  -0.322
H 9.16413 7.84476 8.58219  0.045
C 10.48872 16.51682 9.93403  -0.104

Atomic forces in eV per Å
H -0.29 -1.15 -0.29
H -0.80 0.12 -0.25
C 0.84 1.38 0.75
C 1.17 1.30 -0.48
H -0.15 -0.51 0.43
O -1.03 -0.13 1.17
H -0.56 0.18 0.41
H -0.23 0.20 0.38
H 0.33 -0.72 -0.08
C 0.02 -0.69 1.18
H 0.61 -0.28 -0.25
H -1.11 -0.34 -0.44
O -0.71 0.98 1.03
H 0.55 -0.30 -0.41
H 0.36 0.17 -0.36
C -0.95 -1.25 1.24
N 1.85 -1.14 -1.15
H 1.10 -0.10 0.11
H -0.05 -0.64 0.24
H 0.28 0.94 0.67
H -1.23 0.44 -0.20
O 1.15 1.21 -1.14
H -1.01 -0.42 0.77
H 0.21 -0.35 0.65
H -0.61 -0.05 0.23
O -0.27 -0.19 0.04
C -1.67 0.20 -0.07
H -0.58 0.17 0.10
H -0.23 -1.23 -0.52
H -1.40 0.20 -0.87
H 0.05 -0.66 0.75
H 0.09 0.52 0.71
H -0.70 1.13 -0.15
H 0.43 0.08 -1.18
H -0.48 -0.93 -0.79
H -0.95 -0.90 0.62
N -0.32 -1.73 -1.05
N 0.90 1.17 0.44
O 0.09 -0.11 -0.11
H -0.88 0.68 -0.40
O 1.32 0.05 -1.31
C 1.34 0.61 1.37
H 0.27 -0.81 -0.42
C 1.74 0.51 0.41
H -0.19 0.12 -0.16
C 1.25 1.38 -0.32
H -0.35 0.58 0.26
C 1.49 0.28 -1.72
H 0.55 1.50 -0.52
N -0.65 1.21 1.04
H -0.29 -0.98 -0.56
C -0.32 -1.66 0.18

***

# 2
Formula: C10H33N12O7
Source: the Open Molecules 2025 dataset
Level of theory: ωB97M-V/def2-TZVPD

Properties
Orbital gap = 0.123 hartree
Charge = -1
LUMO = 1.59 eV

Each line ends with the Mulliken charge.
Geometry (Å):
H 3.89311 -3.42954 1.78243  0.361
H -2.95532 1.15974 -9.18226  0.208
H 2.89320 -1.11001 3.77912  0.171
N -4.00560 0.40805 6.01924  -0.397
H 0.14377 0.38647 -0.95651  0.142
N 3.83182 -4.40891 1.56975  -0.262
C 2.50460 3.70136 2.68464  0.290
H 0.80142 0.47905 0.68222  -0.368
O -3.41941 0.75262 -6.78151  -0.645
H -3.25325 0.01380 6.54940  0.148
H 0.56687 4.08119 1.94861  0.500
O -4.85982 1.18840 4.07420  -0.656
N -3.57913 0.39352 -9.01170  -0.395
C -1.08623 1.66779 -3.91856  0.546
H -3.94672 -0.12235 -9.78772  0.163
N 2.67370 -1.06902 2.80211  -0.258
N -0.46860 1.81565 -5.14111  -0.406
C -0.96989 -0.72982 0.55382  -0.545
H 3.19527 1.78401 2.61996  0.043
O 3.49065 4.15668 3.26701  -0.746
H -2.53403 0.51552 3.11824  0.291
N 4.92441 -1.09855 2.26220  -0.314
H -0.74459 -1.55325 1.24560  0.374
N 1.43026 4.45635 2.34841  -0.224
H 0.99206 -0.99426 -0.29995  0.360
H -0.29014 1.96063 2.15915  0.041
C -0.84330 2.51619 1.38378  -1.657
H 3.91695 -6.90567 1.13807  0.159
O 3.35058 -1.02857 0.63524  -0.641
H -4.96776 -1.16025 -6.56061  0.220
O -1.69464 0.18693 1.34366  -0.547
N 4.66119 -6.55962 1.71235  -0.397
H 5.17901 -1.16369 3.22971  0.146
C 3.62921 -1.04698 1.81828  0.314
N -2.74408 0.32589 4.09113  -0.225
N -4.73959 -0.93134 -7.51035  -0.397
H -4.85630 0.66345 6.48135  0.220
H 5.64676 -1.08464 1.56681  0.234
C 0.32127 -0.17240 -0.03785  0.130
H -1.70621 1.47545 -0.29919  -0.079
C -3.92137 0.68366 4.66038  0.609
C -1.83283 1.54079 0.78883  0.269
H -0.96816 1.73215 -6.00674  0.153
H -0.10842 2.76084 0.60096  0.219
H 0.51502 2.00558 -5.13663  0.204
H 5.35605 -7.19398 2.05642  0.228
C 4.79538 -5.23518 2.05825  0.551
H -1.58627 -1.15361 -0.25645  0.187
H -2.92033 1.31567 -3.13214  0.176
H -2.88386 1.79199 0.98073  0.365
N 2.43030 2.37212 2.35416  -0.194
H 1.64481 1.99008 1.85477  0.160
H 1.71094 -1.02678 2.51588  0.182
O 5.71757 -4.84928 2.75609  -0.655
H 1.46305 5.42212 2.61184  0.173
H -5.13254 -1.47395 -8.25505  0.164
H 3.06905 -4.72414 1.00153  0.181
H -2.03198 -0.13358 4.62512  0.162
C -3.88325 0.11294 -7.70913  0.603
N -2.42656 1.42234 -3.99875  -0.288
H -2.90409 1.37136 -4.88173  0.287
O -0.48399 1.74896 -2.86749  -0.638

Atomic forces in eV per Å
H 0.07 0.00 -0.04
H -0.01 0.00 0.01
H 0.00 0.10 0.00
N -0.04 -0.07 -0.08
H -0.04 0.19 0.17
N -0.05 -0.01 0.05
C -0.04 -0.17 0.15
H 0.15 0.00 -0.02
O 0.11 0.16 -0.02
H 0.02 0.06 0.00
H -0.16 -0.17 0.18
O -0.11 0.09 -0.10
N -0.01 -0.01 0.01
C -0.13 -0.01 -0.09
H 0.00 0.00 0.01
N 0.07 -0.13 -0.12
N 0.01 0.01 0.02
C 0.14 0.15 0.29
H 0.05 0.08 -0.04
O 0.10 0.07 0.02
H -0.07 -0.07 -0.09
N 0.01 0.01 0.06
H 0.02 -0.08 -0.13
N 0.07 -0.06 -0.24
H 0.02 0.02 0.09
H -0.18 0.20 0.21
C 0.27 0.08 -0.16
H 0.01 0.01 0.00
O 0.15 -0.08 -0.05
H 0.02 0.00 0.00
O -0.24 -0.25 -0.18
N -0.03 0.02 -0.01
H -0.01 0.01 -0.01
C -0.13 -0.02 0.16
N -0.09 -0.01 0.02
N 0.00 0.03 -0.02
H 0.01 0.02 -0.01
H -0.02 -0.01 0.00
C -0.13 -0.49 -0.31
H -0.19 0.04 -0.08
C 0.21 -0.17 0.21
C 0.18 0.29 -0.02
H -0.02 -0.03 0.01
H 0.15 -0.10 -0.03
H -0.01 -0.01 0.01
H 0.00 0.02 0.00
C -0.04 -0.07 -0.02
H -0.11 0.09 0.05
H 0.00 0.04 0.00
H 0.00 -0.14 0.12
N -0.04 0.24 0.01
H -0.17 0.06 -0.04
H 0.00 0.12 -0.05
O 0.04 0.03 0.03
H 0.06 -0.02 0.06
H 0.01 0.01 0.00
H 0.03 0.01 -0.03
H 0.04 0.09 0.02
C -0.05 -0.10 -0.02
N 0.05 0.03 0.00
H -0.09 -0.12 0.06
O 0.15 0.00 -0.02

***

# 3
Formula: C10H34BF4O7Ti2
Source: the Open Molecules 2025 dataset
Level of theory: ωB97M-V/def2-TZVPD

Properties
Orbital gap (alpha / beta) = 0.203 / 0.218 hartree
Spin multiplicity = 7
Charge = +1
LUMO (alpha / beta) = -5.74 / -5.33 eV
Expectation value of S² = 12.00

Each line ends with the Mulliken spin population.
Geometry (Å):
O 2.43057 1.45511 -6.11429  0.000
F 1.38869 1.15927 0.39518  0.000
C 1.85531 0.49426 -7.07141  0.000
H 2.14961 1.26873 -5.21545  0.000
H -2.56827 3.81246 -4.38810  0.003
H 2.95033 -0.21900 4.03258  0.000
H -1.38013 5.10131 -5.00355  0.000
H 3.32192 -4.35680 -1.08036  0.000
O 3.63524 -2.72303 -2.32166  0.000
H 5.78269 -0.86032 6.10002  0.000
H -2.80830 -4.28997 5.99651  0.000
H -3.57074 -4.01845 -4.24688  0.000
C 0.84539 6.43081 2.51637  0.000
C 0.55418 5.66538 3.84410  0.000
F -0.86161 1.48114 0.53958  -0.002
Ti -3.68370 -1.49022 0.90927  3.010
O 2.71280 -0.79394 4.76377  0.000
H -1.19130 4.18130 -2.94572  0.001
C -5.09844 -4.50020 -2.80650  -0.006
H -5.94928 -4.63266 -3.47480  0.000
H -4.59989 -5.45848 -2.95218  0.000
H -6.29208 -4.50243 -1.19085  0.000
C -2.54423 -4.35162 4.94078  0.001
H 1.60636 4.74639 1.99360  0.000
O 1.84577 5.67190 1.90564  0.000
C 3.04251 -3.94741 -2.05115  0.000
C 3.88479 -1.47393 5.10831  0.000
H 5.62640 -0.40345 4.45738  0.000
O -1.93332 4.78189 -3.04721  -0.006
H 0.02310 6.43879 1.80092  0.000
H 3.15218 -2.15565 -1.71641  0.000
H 1.31329 0.95222 -7.89880  0.000
C -2.23046 4.84863 -4.37013  -0.002
H -1.70857 -5.01658 4.72261  0.000
H -0.25085 6.11451 4.42575  0.000
O -2.22687 -3.02891 4.51149  -0.004
F 0.05157 -0.56788 0.23672  -0.006
H 1.95921 -3.96691 -2.17031  0.000
H -3.42424 -4.81136 4.49098  0.001
H 3.87293 -2.15138 5.96215  0.000
H 4.75489 0.46058 5.66475  0.000
F 0.17850 0.90056 -1.39218  0.001
H 3.49699 -4.67753 -2.72084  0.000
H 0.30884 4.62427 3.63434  0.000
H 1.43852 5.51486 4.46328  0.000
C 5.04072 -0.54774 5.36527  0.000
H 1.06883 7.48243 2.69606  0.000
H -2.97225 5.62951 -4.53769  -0.001
Ti -4.87289 4.14373 -0.80064  3.003
H 1.13484 -0.21469 -6.66349  0.000
B 0.18447 0.75066 -0.03973  0.000
H -3.12646 -3.65672 -2.68271  -0.005
O -5.38724 -4.24204 -1.37804  -0.001
H -4.36243 -2.55379 -3.46072  -0.002
H 4.11349 -2.10360 4.24849  0.000
H 2.68451 -0.05929 -7.51201  0.000
H -1.37786 -2.76383 4.87275  0.001
C -3.98803 -3.57090 -3.34484  0.016

Atomic forces in eV per Å
O -0.87 -0.66 -1.26
F 1.77 1.07 1.34
C 0.62 0.30 0.56
H -0.14 -0.28 -0.10
H -0.73 0.04 -2.67
H -0.13 0.10 -0.13
H 0.08 -0.33 -0.11
H -0.22 0.27 0.49
O -0.40 0.75 0.37
H -0.27 -0.41 0.15
H 0.39 -0.44 0.22
H -0.50 0.37 -0.42
C -0.77 -1.54 1.20
C -0.48 0.42 -0.39
F -1.19 0.46 0.48
Ti 0.66 -0.16 -0.04
O -0.94 0.12 0.75
H 0.18 0.00 0.34
C 1.59 -0.58 0.05
H -0.49 0.86 0.44
H -0.21 -0.55 0.88
H -0.06 -0.16 -0.12
C 0.36 0.07 0.72
H 0.03 -0.05 -0.09
O 1.49 0.58 -0.81
C 0.61 -1.92 -0.33
C 1.36 -0.67 -0.45
H 0.01 0.08 -0.20
O 1.16 1.32 4.16
H -0.76 0.05 0.39
H 0.37 0.86 -0.11
H 0.20 0.70 0.18
C -0.67 -0.82 -1.43
H 0.00 -0.14 0.38
H 0.02 -0.06 0.13
O -0.82 0.04 -0.94
F -1.13 -2.64 0.87
H -0.11 0.09 -0.04
H -0.05 0.70 -0.65
H -1.34 0.17 0.12
H -0.43 -0.08 0.15
F -0.79 0.49 -2.28
H -0.29 -0.01 -0.37
H -0.56 -0.03 -0.34
H 0.20 0.79 -0.05
C 1.31 1.03 -0.45
H 0.82 -0.20 -0.07
H -0.30 -0.36 -0.04
Ti 0.52 0.18 -0.23
H 0.22 0.02 0.55
B 0.49 0.51 -0.39
H -0.14 0.47 0.40
O 0.28 0.20 -1.55
H 0.47 0.06 -0.20
H 0.38 -0.35 0.03
H -0.03 -0.09 0.09
H 0.05 -0.17 0.09
C -0.86 -0.49 0.70

***

# 4
Formula: C10H34F9N4O7P
Source: the Open Molecules 2025 dataset
Level of theory: ωB97M-V/def2-TZVPD

Properties
Orbital gap (alpha / beta) = 0.135 / 0.281 hartree
Spin multiplicity = 2
Charge = -1
LUMO (alpha / beta) = 2.26 / 2.17 eV
Expectation value of S² = 0.75

Each line ends with the Mulliken spin population.
Geometry (Å):
H 4.06676 6.11617 1.50375  0.000
F -2.18660 -5.68511 -1.50748  -0.004
H 5.03346 3.22323 -0.40046  0.000
H 4.48599 3.94278 -1.98238  0.000
C 2.36128 -2.95959 0.94896  0.014
F 1.76094 -1.94082 -3.13907  0.000
H 0.18919 0.28581 -0.58852  0.012
H 0.56271 0.24696 4.25246  -0.039
H 2.99721 -3.15007 1.81347  0.002
H -0.87917 -0.93677 -0.60811  0.033
H -3.96666 -0.30444 -1.30626  -0.025
H -4.81052 -1.68325 -1.60028  -0.006
H -4.82543 1.79515 -0.97861  -0.018
C -0.99127 -3.65474 -0.58572  0.055
H -1.43622 0.62046 -0.53716  0.042
C 4.42519 5.17054 1.09704  0.000
O 0.33117 -3.28382 -0.33016  -0.081
H -3.90088 2.65204 -2.31068  -0.001
C 4.21000 3.65791 -0.96711  0.000
N -0.70919 -0.01301 -0.23677  0.006
H -3.21294 -1.84481 -1.43596  0.004
C 2.10741 3.23005 -0.46005  0.023
H -3.42319 1.84395 2.57007  -0.365
H -3.90958 -1.14262 -2.76028  0.005
H -1.47779 -3.84861 0.37021  0.154
H 2.90523 -3.49516 0.17090  0.001
O -0.50751 -0.02940 2.46557  -1.040
C 0.64995 0.28221 3.16653  0.174
H 1.43384 -0.44855 2.96755  0.019
H -3.16696 1.59176 1.01550  0.196
H -2.42188 -2.78829 3.20750  -0.575
H -0.58156 0.01320 0.76479  0.092
O -1.72261 -2.62403 -1.13978  -0.115
H -2.26358 2.64785 1.64965  0.020
N -2.68434 1.76074 1.88649  0.679
H 3.62783 5.76538 -0.74194  0.000
C 3.61957 4.83055 -0.18147  0.000
H 0.96904 -4.54443 1.19974  -0.019
C -3.93017 2.34727 -1.26457  0.039
H -2.44977 -1.35442 3.94517  -0.640
F -0.17664 -0.56304 -2.99370  0.002
C 0.95205 -3.47294 1.00043  0.044
O -2.86478 1.43425 -1.14972  0.035
H 2.38668 -1.89360 0.72286  0.000
C -0.96423 -5.08943 -1.26753  -0.023
N -3.93154 -1.20971 -1.75276  0.054
F -0.52179 -5.06537 -2.59068  0.000
P 1.27715 -0.41964 -3.72482  -0.001
H 4.45293 4.45076 1.91512  0.000
O 1.04655 2.63716 -0.39595  0.008
H -1.21982 -1.62701 2.97716  0.562
H 5.46363 5.21927 0.76939  0.000
H -3.80397 3.15764 -0.54661  0.003
H -1.20373 -2.38247 4.37066  -0.496
F 1.75304 0.44004 -2.38285  -0.001
H 1.06875 1.23082 2.83058  0.044
H -1.95809 1.09882 2.12000  -0.074
H 0.44995 -2.94116 1.80864  0.016
N -1.83077 -2.08976 3.63497  2.184
O 2.40912 4.35211 0.21001  0.003
F -0.32989 -6.05061 -0.54433  -0.001
O 3.20146 2.78045 -1.11491  -0.001
F 0.74372 1.02298 -4.37906  0.000
F 2.68145 -0.14965 -4.45158  0.000
F 0.63981 -1.16196 -4.99786  0.000

Atomic forces in eV per Å
H 0.27 0.06 -0.01
F -0.35 0.89 1.18
H 0.21 -0.17 -0.25
H 0.67 0.18 0.17
C 0.81 -0.02 -0.97
F -0.14 2.47 -0.33
H 0.27 0.35 -0.81
H -0.33 0.40 0.44
H -0.60 0.03 0.56
H -0.35 -1.21 -0.31
H 1.12 1.31 0.20
H -0.37 -0.23 0.44
H -1.06 0.42 -0.29
C -1.98 1.05 0.93
H -0.77 0.83 -0.68
C 0.38 0.09 -0.64
O 1.87 0.43 0.95
H -0.82 0.78 0.01
C 2.00 1.74 -0.47
N 1.19 0.23 -0.55
H 2.33 -1.09 0.74
C -2.22 -2.64 0.19
H 0.16 0.03 0.80
H 0.74 0.52 -0.31
H -0.03 -0.76 0.74
H -0.12 0.21 -0.41
O -0.95 -0.02 0.15
C 0.09 -0.42 -0.74
H 0.41 -0.34 -0.21
H 0.08 -1.20 -1.52
H -0.13 -0.90 -0.14
H -0.12 -0.45 1.54
O 0.73 -1.53 -0.19
H 0.44 0.61 0.47
N -1.29 1.55 -0.68
H -0.74 -0.08 -0.36
C 2.99 0.49 1.59
H -0.19 -0.08 0.25
C 1.86 -1.84 0.03
H -0.86 1.05 0.73
F 0.38 -0.29 0.19
C -0.60 -0.49 -1.12
O -0.55 -0.56 1.22
H 0.02 -0.02 -0.05
C -1.14 -0.40 -3.03
N -2.39 -0.51 -1.02
F 0.93 0.18 1.90
P -1.63 0.42 0.43
H -0.58 -0.41 -0.31
O 2.09 1.51 -0.01
H 0.87 1.34 -1.52
H 0.18 0.61 0.12
H -0.26 0.84 -0.10
H 0.00 -0.72 0.88
F 0.42 -1.18 -0.61
H 0.12 0.46 0.29
H 1.46 -1.59 0.61
H -0.69 0.04 -0.17
N 0.05 -0.29 -0.04
O -2.62 0.16 -0.02
F 0.50 1.05 -0.38
O -2.75 -1.59 0.17
F 0.31 -0.46 0.37
F 0.17 -0.63 0.39
F 0.52 -0.28 -0.43